No. 1
ORCA calculation (ωB97M-V/def2-TZVPD) on a 6-piece molecular cluster, C12H18N6 overall in a non-equilibrium geometry.

Geometry (Å):
N1 -10.278 -11.897 11.229
N2 -6.575 -4.937 8.587
N3 -15.465 -8.119 9.007
N4 -11.544 -6.852 8.195
N5 -9.112 -1.398 8.223
N6 -12.052 -4.763 3.943
C1 -11.299 -11.991 11.779
C2 -10.635 -3.499 7.902
C3 -9.769 -2.336 8.095
C4 -14.266 -8.076 6.683
C5 -11.133 -5.291 4.480
C6 -14.974 -8.161 7.978
C7 -10.008 -5.958 5.147
C8 -8.149 -7.013 8.297
C9 -12.584 -12.087 12.476
C10 -7.268 -5.872 8.456
C11 -12.117 -8.538 10.114
C12 -11.803 -7.600 9.015
H1 -9.168 -6.002 4.454
H2 -12.769 -13.152 12.619
H3 -12.358 -11.522 13.380
H4 -11.603 -3.404 8.394
H5 -10.846 -3.645 6.843
H6 -13.646 -7.188 6.806
H7 -10.220 -6.935 5.582
H8 -13.341 -11.554 11.901
H9 -8.653 -7.261 9.232
H10 -9.716 -5.375 6.020
H11 -14.901 -7.879 5.820
H12 -12.152 -8.037 11.082
H13 -10.184 -4.410 8.298
H14 -8.804 -6.742 7.469
H15 -13.012 -9.108 9.863
H16 -7.650 -7.951 8.057
H17 -11.362 -9.312 10.248
H18 -13.652 -8.948 6.458

Summary:
- max |F| (eV Å⁻¹) = 4.47
- total energy (Ha) = -796.5065
- charge = 0
- ΔE to the lowest compared entry with this formula, charge and spin (kJ/mol) = 78.1
- Kohn-Sham gap (hartree) = 0.4234

natural (NBO) atomic charge list, values in e, 8 entries: N -0.3478; N -0.3094; N -0.3537; N -0.4004; N -0.3190; N -0.3271; C 0.2885; C -0.7229

No. 2
ORCA calculation (ωB97M-V/def2-TZVPD) on C4H6N2 in the gas phase in a non-equilibrium geometry.

Geometry (Å):
N1 -0.182 -0.083 -0.726
N2 3.111 0.519 -0.138
C1 0.837 -0.784 -0.071
C2 -1.478 -0.160 -0.039
C3 2.096 -0.070 -0.149
C4 -0.640 1.078 -0.033
H1 -0.285 1.267 0.960
H2 -2.400 -0.280 -0.570
H3 0.617 -0.933 1.040
H4 -0.936 2.001 -0.622
H5 0.827 -1.794 -0.500
H6 -1.567 -0.761 0.848

Summary:
- max |F| (eV Å⁻¹) = 3.69
- total energy (Ha) = -265.4506
- charge = 0
- ΔE to the lowest compared entry with this formula, charge and spin (kJ/mol) = 223.0
- Kohn-Sham gap (hartree) = 0.4022

natural (NBO) atomic charge list, values in e, 8 entries: N -0.3800; N -0.3027; C -0.3299; C -0.2595; C 0.2751; C -0.2588; H 0.1941; H 0.2077

No. 3
ORCA calculation (ωB97M-V/def2-TZVPD) on C21H24N2O6 in the gas phase.

Geometry (Å):
O1 1.176 -4.412 -4.369
O2 -3.579 5.272 2.234
O3 3.403 -1.597 -1.276
O4 2.082 0.594 2.509
O5 -0.914 0.949 4.406
O6 2.647 -0.238 -2.884
N1 -0.181 -2.283 -3.042
N2 -0.029 -0.228 2.173
C1 -2.830 2.274 4.106
C2 -0.819 2.940 2.982
C3 -0.040 -1.725 -1.787
C4 -2.962 6.207 1.383
C5 -1.481 2.061 3.823
C6 1.124 -1.142 -1.246
C7 1.783 -3.143 -4.239
C8 0.478 0.781 4.288
C9 0.719 -2.045 -4.150
C10 2.434 -0.943 -1.928
C11 0.948 0.383 2.880
C12 -1.180 -1.732 -0.961
C13 -3.495 3.348 3.562
C14 1.129 -0.661 0.062
C15 -1.172 -1.239 0.320
C16 0.306 -4.664 -3.291
C17 -0.791 -3.593 -3.181
C18 -1.489 4.025 2.435
C19 -0.003 -0.704 0.859
C20 -2.830 4.241 2.718
C21 4.727 -1.383 -1.742
H1 -2.136 6.723 1.884
H2 -4.537 3.522 3.777
H3 -2.105 -2.113 -1.363
H4 0.732 -0.036 4.972
H5 2.415 -3.130 -3.338
H6 -0.941 4.688 1.785
H7 -3.735 6.930 1.129
H8 0.114 -2.083 -5.064
H9 -1.395 -3.600 -4.095
H10 5.378 -1.938 -1.072
H11 2.409 -3.010 -5.122
H12 0.221 2.799 2.730
H13 -3.337 1.583 4.761
H14 -0.923 -0.315 2.644
H15 -0.131 -5.647 -3.476
H16 -2.593 5.735 0.467
H17 1.027 1.676 4.603
H18 -1.425 -3.825 -2.328
H19 0.875 -4.690 -2.347
H20 -2.079 -1.255 0.908
H21 1.170 -1.060 -4.075
H22 4.833 -1.743 -2.768
H23 2.036 -0.239 0.463
H24 4.968 -0.318 -1.718

Summary:
- max |F| (eV Å⁻¹) = 0.54
- total energy (Ha) = -1375.5628
- charge = 0
- ΔE to the lowest compared entry with this formula, charge and spin (kJ/mol) = 201.6
- Kohn-Sham gap (hartree) = 0.2998

natural (NBO) atomic charge list, values in e, 8 entries: O -0.5256; O -0.5099; O -0.5019; O -0.6112; O -0.5063; O -0.6014; N -0.4357; N -0.5959

No. 4
ORCA calculation (ωB97M-V/def2-TZVPD) on CH3INOP as an isolated structure in a non-equilibrium geometry.

Geometry (Å):
I1 1.738 2.999 2.459
P1 0.295 -0.449 -0.636
O1 0.780 -1.444 0.325
N1 0.205 1.068 0.470
C1 0.808 1.802 1.138
H1 -1.321 -1.711 -1.385
H2 -1.487 -2.051 -2.072
H3 -1.018 -0.213 -0.298

Summary:
- max |F| (eV Å⁻¹) = 3.79
- total energy (Ha) = -808.8190
- charge = 0
- ΔE to the lowest compared entry with this formula, charge and spin (kJ/mol) = 333.8
- Kohn-Sham gap (hartree) = 0.2615

Formally, the natural (NBO) partial charges of the atoms, in units of the elementary charge, are as follows: I 0.3857; P 1.1705; O -1.0962; N -0.4838; C 0.2037; H -0.0274; H 0.0236; H -0.1761

No. 5
ORCA calculation (ωB97M-V/def2-TZVPD) on C25H22FN4S3Tl as an isolated structure.

Geometry (Å):
Tl1 -1.769 0.216 -0.172
S1 -4.278 -1.519 -0.017
S2 -7.055 -0.470 0.139
S3 -4.786 1.443 -0.134
F1 0.073 0.336 6.479
N1 1.361 0.010 -1.190
N2 -0.315 -2.250 -0.212
N3 -0.339 -0.419 -3.336
N4 0.200 2.463 -0.353
C1 0.227 -0.511 2.944
C2 1.777 2.735 1.412
C3 -1.455 0.771 4.712
C4 0.351 0.145 -5.960
C5 -1.151 -0.741 -4.338
C6 -5.380 -0.173 -0.017
C7 -0.857 -0.471 -5.666
C8 1.745 -3.175 0.548
C9 1.908 0.709 -0.048
C10 0.590 -0.426 4.294
C11 1.192 0.492 -4.916
C12 -0.316 -4.038 1.373
C13 1.640 0.681 -2.441
C14 1.749 -1.386 -1.220
C15 1.164 3.903 1.816
C16 -1.777 0.655 3.357
C17 -0.953 0.028 2.406
C18 1.020 -2.287 -0.238
C19 0.044 4.339 1.123
C20 1.064 -4.067 1.363
C21 -0.266 0.229 5.150
C22 -0.396 3.586 0.049
C23 -0.964 -3.097 0.580
C24 1.261 2.034 0.324
C25 0.794 0.211 -3.609
H1 2.645 2.352 1.938
H2 -2.111 1.267 5.421
H3 -0.890 -4.716 1.991
H4 2.709 0.605 -2.723
H5 0.635 0.350 -6.985
H6 2.837 -1.506 -1.060
H7 2.143 0.979 -5.100
H8 1.416 1.738 -2.291
H9 2.829 -3.165 0.526
H10 1.542 4.456 2.667
H11 -0.485 5.238 1.412
H12 -2.048 -2.998 0.580
H13 -1.285 3.863 -0.510
H14 1.607 -4.768 1.987
H15 1.776 0.061 0.822
H16 1.519 -1.761 -2.218
H17 0.917 -1.059 2.297
H18 1.506 -0.869 4.677
H19 -2.078 -1.227 -4.046
H20 -1.552 -0.740 -6.451
H21 2.997 0.871 -0.168
H22 -2.730 1.074 3.032

Summary:
- max |F| (eV Å⁻¹) = 0.82
- total energy (Ha) = -2651.7659
- charge = -2
- ΔE to the lowest compared entry with this formula, charge and spin (kJ/mol) = 122.2
- Kohn-Sham gap (hartree) = 0.1402

natural (NBO) atomic charge list, values in e, 8 entries: Tl 0.5591; S -0.4504; S -0.4052; S -0.4043; F -0.3851; N -0.3973; N -0.4114; N -0.3861